{"formula": "C3H10N2O2", "method": "ωB97M-V/def2-TZVPD", "e_homo_ev": [1.09, -5.99], "orbital_gap_ev": [2.528, 9.476], "charge": -1, "spin_multiplicity": 2, "e_above_lowest_ev": 0.538, "symbols": ["N", "C", "C", "N", "C", "O", "H", "H", "H", "H", "H", "H", "H", "H", "H", "H", "O"], "xyz": [[0.559, -1.005, 1.470], [0.492, -1.248, 0.023], [-0.689, -0.480, -0.526], [-0.464, 0.809, -0.945], [-1.386, 1.465, -1.830], [-1.807, -0.980, -0.597], [-0.350, -1.180, 1.886], [1.092, -1.831, 1.844], [1.414, -0.817, -0.390], [0.395, -2.284, -0.321], [0.317, 1.336, -0.636], [-1.067, 1.355, -2.883], [-2.388, 1.053, -1.768], [-1.415, 2.540, -1.638], [1.839, 0.405, 1.896], [3.252, 0.833, 2.331], [2.500, 1.123, 1.778]]}

{"formula": "C4H14N2O2", "method": "ωB97M-V/def2-TZVPD", "e_homo_ev": [-3.61, -3.61], "orbital_gap_ev": [7.203, 6.258], "charge": -1, "spin_multiplicity": 2, "e_above_lowest_ev": 1.640, "symbols": ["C", "C", "C", "C", "N", "N", "H", "H", "H", "H", "H", "H", "H", "H", "H", "H", "H", "H", "O", "H", "H", "O"], "xyz": [[-0.955, 0.775, -0.784], [0.520, 0.805, -1.147], [1.298, -0.032, -0.050], [2.752, 0.016, -0.005], [0.898, -1.501, -0.418], [-1.544, 1.818, -0.024], [-1.249, -0.184, -0.324], [-1.571, 0.857, -1.723], [0.847, 0.466, -2.137], [1.069, 1.784, -1.109], [3.246, -0.789, -0.513], [3.240, 0.386, 0.870], [1.169, -1.879, 0.515], [1.770, -1.576, -0.956], [0.917, 0.370, 0.882], [-1.866, 1.411, 0.899], [-2.039, 0.025, 2.712], [-2.246, -1.204, 0.946], [-1.826, -0.042, 1.787], [-1.324, -2.162, 0.153], [-0.866, 2.568, 0.211], [-2.242, -1.911, 0.214]]}

{"formula": "C13H25BCl4INO6", "method": "ωB97M-V/def2-TZVPD", "e_homo_ev": -9.06, "orbital_gap_ev": 9.095, "spin_multiplicity": 1, "symbols": ["C", "C", "O", "B", "O", "N", "I", "C", "O", "O", "C", "C", "C", "C", "O", "O", "C", "C", "H", "H", "H", "H", "H", "H", "H", "H", "H", "H", "H", "H", "H", "H", "H", "H", "H", "Cl", "C", "C", "Cl", "H", "H", "H", "H", "Cl", "C", "C", "Cl", "H", "H", "H", "H"], "xyz": [[0.129, 1.737, -3.224], [0.921, 1.691, -1.914], [1.835, 0.580, -1.928], [1.945, -0.109, -0.753], [2.734, 0.349, 0.263], [1.166, -1.374, -0.515], [1.040, -2.550, -2.191], [-0.092, -1.122, 0.052], [-1.170, -1.336, -0.451], [0.087, -0.603, 1.284], [-1.023, 0.116, 1.833], [-1.914, -0.699, 2.792], [-1.908, -2.225, 2.654], [-0.857, -3.045, 3.380], [-1.157, -4.065, 3.938], [0.449, -2.666, 3.302], [0.920, -1.812, 4.359], [2.044, -0.916, 3.833], [0.504, 2.529, -3.876], [0.250, 0.788, -3.748], [-0.936, 1.896, -3.048], [1.485, 2.617, -1.781], [0.240, 1.624, -1.056], [2.895, -0.370, 0.887], [-0.578, 0.959, 2.368], [-1.621, 0.528, 1.018], [-1.715, -0.406, 3.826], [-2.937, -0.371, 2.586], [-2.843, -2.605, 3.072], [-1.897, -2.515, 1.599], [1.304, -2.459, 5.153], [0.100, -1.216, 4.764], [1.745, 0.135, 3.836], [2.940, -1.007, 4.447], [2.270, -1.185, 2.803], [-1.516, -2.587, -4.656], [-3.050, -3.465, -4.430], [-2.825, -4.911, -4.076], [-2.135, -5.838, -5.433], [-3.631, -3.364, -5.344], [-3.579, -2.970, -3.617], [-3.776, -5.376, -3.822], [-2.149, -5.008, -3.230], [2.027, 5.855, 1.353], [2.598, 6.695, -0.112], [1.559, 6.696, -1.203], [1.284, 5.059, -1.858], [3.513, 6.208, -0.437], [2.824, 7.721, 0.176], [1.896, 7.319, -2.030], [0.606, 7.072, -0.843]]}

{"formula": "C2H2Cl2OS", "method": "ωB97M-V/def2-TZVPD", "e_homo_ev": -8.86, "orbital_gap_ev": 8.268, "spin_multiplicity": 1, "e_above_lowest_ev": 2.951, "symbols": ["C", "C", "O", "S", "Cl", "Cl", "H", "H"], "xyz": [[-0.370, 0.484, -0.100], [0.934, 0.249, 0.189], [-0.859, 1.738, -0.021], [1.302, -2.058, 0.100], [-1.640, -0.673, -0.066], [2.312, 1.041, 0.218], [-1.757, 1.892, -0.488], [0.077, -2.675, 0.168]]}

Copy entry 3 word for word.
{"formula": "C13H25BCl4INO6", "method": "ωB97M-V/def2-TZVPD", "e_homo_ev": -9.06, "orbital_gap_ev": 9.095, "spin_multiplicity": 1, "symbols": ["C", "C", "O", "B", "O", "N", "I", "C", "O", "O", "C", "C", "C", "C", "O", "O", "C", "C", "H", "H", "H", "H", "H", "H", "H", "H", "H", "H", "H", "H", "H", "H", "H", "H", "H", "Cl", "C", "C", "Cl", "H", "H", "H", "H", "Cl", "C", "C", "Cl", "H", "H", "H", "H"], "xyz": [[0.129, 1.737, -3.224], [0.921, 1.691, -1.914], [1.835, 0.580, -1.928], [1.945, -0.109, -0.753], [2.734, 0.349, 0.263], [1.166, -1.374, -0.515], [1.040, -2.550, -2.191], [-0.092, -1.122, 0.052], [-1.170, -1.336, -0.451], [0.087, -0.603, 1.284], [-1.023, 0.116, 1.833], [-1.914, -0.699, 2.792], [-1.908, -2.225, 2.654], [-0.857, -3.045, 3.380], [-1.157, -4.065, 3.938], [0.449, -2.666, 3.302], [0.920, -1.812, 4.359], [2.044, -0.916, 3.833], [0.504, 2.529, -3.876], [0.250, 0.788, -3.748], [-0.936, 1.896, -3.048], [1.485, 2.617, -1.781], [0.240, 1.624, -1.056], [2.895, -0.370, 0.887], [-0.578, 0.959, 2.368], [-1.621, 0.528, 1.018], [-1.715, -0.406, 3.826], [-2.937, -0.371, 2.586], [-2.843, -2.605, 3.072], [-1.897, -2.515, 1.599], [1.304, -2.459, 5.153], [0.100, -1.216, 4.764], [1.745, 0.135, 3.836], [2.940, -1.007, 4.447], [2.270, -1.185, 2.803], [-1.516, -2.587, -4.656], [-3.050, -3.465, -4.430], [-2.825, -4.911, -4.076], [-2.135, -5.838, -5.433], [-3.631, -3.364, -5.344], [-3.579, -2.970, -3.617], [-3.776, -5.376, -3.822], [-2.149, -5.008, -3.230], [2.027, 5.855, 1.353], [2.598, 6.695, -0.112], [1.559, 6.696, -1.203], [1.284, 5.059, -1.858], [3.513, 6.208, -0.437], [2.824, 7.721, 0.176], [1.896, 7.319, -2.030], [0.606, 7.072, -0.843]]}